Entry 1:
ORCA calculation (ωB97M-V/def2-TZVPD) on a 2-piece molecular cluster, C3H9N2O overall.

## Properties
Molar mass (g mol⁻¹): 89.1
Lowest unoccupied orbital energy (alpha / beta) (eV): 4.282 / 4.290
Orbital gap (alpha / beta) (eV): 6.23 / 6.96
ΔE to the lowest compared entry with this formula, charge and spin (eV): 4.470

```
! wB97M-V def2-TZVPD RIJCOSX def2/J DEFGRID3
* xyz -1 1
C -1.3747 -0.0156 0.8775
C -0.1261 1.0856 -1.0383
C -0.0200 0.6151 0.4241
N 0.8503 -2.0038 -0.5325
N 1.1063 -0.2495 1.0158
O 2.2867 0.3257 0.9669
H -2.1161 0.1588 0.0504
H -1.2472 -1.1393 0.9924
H -1.7637 0.3966 1.9380
H -0.6799 0.4039 -1.6843
H 0.7623 1.2927 -1.6634
H -0.6155 1.9727 -0.8961
H 0.0916 1.5931 0.9633
H 1.3988 -1.7139 -1.3068
H 1.4471 -2.7222 -0.1070
*
```

Entry 2:
ORCA calculation (ωB97M-V/def2-TZVPD) on a 6-piece molecular cluster, C47H59O23PSi overall.

## Properties
Molar mass (g mol⁻¹): 1051.0
Lowest unoccupied orbital energy (eV): -1.760
Orbital gap (eV): 7.75

```
! wB97M-V def2-TZVPD RIJCOSX def2/J DEFGRID3
* xyz 0 1
C 6.9016 1.5765 2.5853
C 6.7911 3.0709 2.2469
C 6.2774 3.3598 0.8302
C 4.7796 3.7248 0.7747
C 3.8843 2.5183 0.4672
C 3.7734 2.1309 -1.0154
C 3.6922 3.2847 -2.0236
C 2.3106 3.9578 -2.1545
C 2.1829 5.3115 -1.4330
C 1.4720 5.2109 -0.0561
Si -0.3748 5.4126 -0.2189
C -1.3086 4.9551 1.3390
C -2.8396 5.0468 1.1990
C -3.3965 4.0417 0.1741
P -4.7557 3.0967 0.8344
O -4.3441 2.3877 2.0606
O -5.9058 4.1506 1.1241
C -7.2671 3.6647 1.0332
C -8.1733 4.6101 1.7882
O -5.2993 2.1381 -0.3099
C -4.8763 0.7553 -0.2702
C -3.4454 0.5965 -0.7840
H 7.7783 1.1183 2.1283
H 6.0052 1.0223 2.3040
H 7.0081 1.4692 3.6688
H 7.7875 3.4950 2.3966
H 6.1382 3.5180 3.0011
H 6.4638 2.5140 0.1649
H 6.8558 4.1959 0.4257
H 4.5912 4.5677 0.1085
H 4.4984 4.0629 1.7774
H 2.9041 2.6684 0.9268
H 4.3252 1.6612 0.9864
H 4.5823 1.4607 -1.3158
H 2.8465 1.5569 -1.1317
H 4.4682 4.0358 -1.8610
H 3.9134 2.8412 -2.9996
H 1.5172 3.2879 -1.8121
H 2.1529 4.1493 -3.2180
H 1.5552 5.9510 -2.0666
H 3.1367 5.8346 -1.3465
H 1.9182 5.9305 0.6332
H 1.6500 4.2020 0.3283
H -0.7834 6.7690 -0.6627
H -0.8212 4.4633 -1.2754
H -1.0543 3.9379 1.6558
H -1.0205 5.6027 2.1742
H -3.1264 6.0518 0.8802
H -3.2786 4.8917 2.1859
H -2.6659 3.2988 -0.1494
H -3.7389 4.5609 -0.7258
H -7.3506 2.6632 1.4582
H -7.5484 3.6457 -0.0203
H -7.7676 4.8093 2.7810
H -8.2934 5.5646 1.2765
H -9.1458 4.1305 1.9128
H -5.0040 0.3359 0.7259
H -5.5620 0.2268 -0.9342
H -3.3750 -0.2155 -1.5048
H -3.1708 1.5078 -1.3178
H -2.7518 0.4385 0.0411
C -5.4581 -1.8881 4.8363
C -6.7522 -2.0886 5.1268
C -7.3576 -3.4705 5.1858
O -8.5389 -3.5518 5.4720
C -6.5091 -4.6075 4.8957
C -5.2183 -4.4100 4.5998
C -4.6072 -3.0312 4.5640
O -3.4206 -2.9562 4.2990
O -4.3724 -5.3910 4.3111
O -7.6062 -1.1080 5.3849
H -5.0158 -0.9019 4.7911
H -6.9570 -5.5907 4.9200
H -3.5118 -4.9582 4.1417
H -8.4646 -1.5418 5.5632
C 10.5729 1.2113 -0.2885
C 11.7732 0.8142 -0.7336
C 11.9215 -0.1883 -1.8525
O 13.0537 -0.4734 -2.1986
C 10.7220 -0.7519 -2.4418
C 9.5226 -0.3555 -1.9947
C 9.3734 0.6644 -0.8939
O 8.2410 0.9666 -0.5699
O 8.3747 -0.8201 -2.4686
O 12.9214 1.2582 -0.2421
H 10.4551 1.9296 0.5108
H 10.8386 -1.4815 -3.2307
H 7.6499 -0.3694 -1.9812
H 13.6255 0.8080 -0.7499
C 4.1414 -2.0881 -0.1868
C 3.4427 -3.2308 -0.1090
C 3.6248 -4.3540 -1.1024
O 2.9563 -5.3593 -0.9320
C 4.5672 -4.1745 -2.1861
C 5.2661 -3.0322 -2.2646
C 5.0996 -1.9200 -1.2546
O 5.7883 -0.9215 -1.4002
O 6.1501 -2.7722 -3.2153
O 2.5461 -3.4746 0.8323
H 4.0194 -1.2792 0.5198
H 4.6792 -4.9766 -2.9015
H 6.5111 -1.8931 -2.9893
H 2.2007 -4.3708 0.6499
C -7.0480 -3.1650 -0.1342
C -7.1806 -3.1237 -1.4605
C -7.5349 -4.3391 -2.2773
O -7.6482 -4.1935 -3.4810
C -7.7106 -5.6018 -1.5918
C -7.5790 -5.6505 -0.2565
C -7.2498 -4.4210 0.5580
O -7.1720 -4.5636 1.7635
O -7.7221 -6.7613 0.4530
O -7.0075 -2.0186 -2.1820
H -6.7961 -2.2936 0.4549
H -7.9432 -6.4727 -2.1880
H -7.5745 -6.5066 1.3852
H -7.1751 -2.2772 -3.1124
C -1.6971 -2.8913 -3.1433
C -2.9312 -3.1768 -2.7089
C -3.3565 -4.5818 -2.3902
O -4.4923 -4.7574 -1.9947
C -2.3973 -5.6533 -2.5888
C -1.1588 -5.3697 -3.0218
C -0.7286 -3.9548 -3.3165
O 0.4161 -3.7767 -3.6929
O -0.2259 -6.2897 -3.2241
O -3.8520 -2.2329 -2.5478
H -1.3855 -1.8826 -3.3760
H -2.7203 -6.6621 -2.3742
H 0.5735 -5.8180 -3.5326
H -4.6670 -2.6620 -2.2258
*
```

Entry 3:
ORCA calculation (ωB97M-V/def2-TZVPD) on C22H40AuClIN4S2 as an isolated structure.

## Properties
Molar mass (g mol⁻¹): 784.0
Lowest unoccupied orbital energy (eV): -4.547
Orbital gap (eV): 6.78
ΔE to the lowest compared entry with this formula, charge and spin (eV): 0.000

```
! wB97M-V def2-TZVPD RIJCOSX def2/J DEFGRID3
* xyz 1 1
Au 2.5085 -0.5654 -1.1231
Cl 5.3411 -0.4586 0.1440
C 4.7260 -1.7499 1.1493
C 5.1969 -1.8541 2.4445
C 4.6825 -2.8435 3.2699
C 3.7125 -3.7150 2.7934
C 3.2535 -3.5942 1.4933
C 3.7538 -2.6106 0.6372
C 3.2446 -2.4948 -0.7443
H 5.9481 -1.1641 2.8025
H 5.0417 -2.9280 4.2865
H 3.3141 -4.4884 3.4359
H 2.4914 -4.2670 1.1201
H 2.5455 -3.2818 -1.0003
H 4.0314 -2.4009 -1.5015
I 1.5864 0.8618 4.0184
C 1.6640 -0.3379 2.2489
H 2.5276 0.0228 1.6952
H 1.8566 -1.3583 2.5665
C -0.4214 3.0401 -5.8392
C -0.1178 3.3979 -4.3962
N 0.9676 2.5870 -3.8262
C 0.9469 1.8617 -2.7083
S 2.4671 1.7187 -1.8610
N -0.1479 1.3055 -2.2267
C -1.3755 0.9875 -2.9581
C -1.8632 -0.4010 -2.5850
H -1.1868 3.7082 -6.2323
H -0.7774 2.0145 -5.9374
H 0.4680 3.1490 -6.4603
H -0.9918 3.2999 -3.7579
H 0.1991 4.4403 -4.3292
H 1.8985 2.8262 -4.1343
H -0.0749 0.9643 -1.2615
H -1.1559 1.0318 -4.0232
H -2.1461 1.7310 -2.7410
H -1.1169 -1.1565 -2.8299
H -2.7806 -0.6240 -3.1287
H -2.0767 -0.4741 -1.5177
C -3.1115 -2.5297 0.8510
C -2.8845 -3.1843 2.2112
C -2.1300 -2.3342 3.2346
C -0.7173 -1.9272 2.8261
N -0.7508 -0.7127 2.0094
C 0.4180 -0.2411 1.3823
S 0.7230 -1.5249 -0.0377
N 0.2004 1.0532 0.7830
C -0.7757 1.9922 1.3729
C -2.2062 1.8240 0.8530
C -2.9533 3.1574 0.7834
C -2.5071 4.0247 -0.3906
H -3.7642 -3.1436 0.2306
H -2.1766 -2.4022 0.2975
H -3.5912 -1.5508 0.9535
H -2.3444 -4.1250 2.0686
H -3.8516 -3.4532 2.6407
H -2.0629 -2.8984 4.1661
H -2.6968 -1.4269 3.4682
H -0.2311 -2.7595 2.2981
H -0.1259 -1.7136 3.7175
H -1.5501 -0.6723 1.3928
H 1.0931 1.5178 0.6696
H -0.4150 2.9831 1.0925
H -0.7684 1.9491 2.4630
H -2.7521 1.1334 1.4994
H -2.1829 1.3772 -0.1464
H -2.8133 3.6995 1.7230
H -4.0250 2.9673 0.7015
H -1.4324 4.2165 -0.3723
H -3.0117 4.9906 -0.3865
H -2.7432 3.5334 -1.3384
*
```

Q: Which E_tot values were calculated for the entries above? A: -304.30168, -4187.77101, -2771.06691, in hartree.